w:
Entry from the OMol25 dataset: a molecular structure, C28H27N2PtTe (ωB97M-V/def2-TZVPD).

```
59
Properties=species:S:1:pos:R:3
Pt -0.36179 0.34556 0.02045
C 2.53413 0.23620 -5.33997
C 2.41112 0.65714 -4.02030
C 1.18000 0.66073 -3.39771
C 0.03115 0.23300 -4.08494
C 0.16698 -0.20115 -5.40775
C 1.40472 -0.19879 -6.02216
N -1.23690 0.25073 -3.53870
N -1.30778 0.42778 -2.31619
C -2.51009 0.59674 -1.67164
C -3.76563 0.76254 -2.26277
C -4.86273 0.94996 -1.44319
C -4.71323 0.96776 -0.05986
C -3.45583 0.84328 0.52744
C -2.33178 0.66154 -0.25856
H 3.49948 0.25215 -5.82946
H 3.28885 0.97959 -3.47340
H 1.06591 1.00162 -2.37682
H -0.71459 -0.54396 -5.93477
H 1.49772 -0.53888 -7.04669
H -3.85277 0.75436 -3.34247
H -5.84629 1.09248 -1.87586
H -5.58297 1.10134 0.57279
H -3.36264 0.91362 1.60487
C -0.18237 2.35452 0.61916
C -1.34250 3.20263 0.97823
C -1.67510 3.49496 2.30233
C -2.74151 4.32829 2.61145
C -3.51319 4.88742 1.60380
C -3.20857 4.59426 0.27980
C -2.14188 3.76965 -0.02359
H 0.52473 2.28767 1.44810
H 0.31956 2.78473 -0.25415
H -1.08279 3.06612 3.10343
H -2.97405 4.54609 3.64790
H -4.33595 5.54886 1.84750
H -3.81521 5.01083 -0.51629
H -1.91286 3.53834 -1.05828
C 3.84684 -4.83072 4.45590
C 3.21306 -3.92399 3.43251
C 3.99124 -3.19588 2.54510
C 3.42375 -2.43038 1.52928
C 4.33720 -1.64055 0.62850
C 2.02988 -2.40843 1.37262
Te 1.21497 -1.57667 -0.41877
C 1.23407 -3.05256 2.32716
C -0.26653 -2.94279 2.29875
C 1.83342 -3.80461 3.33338
H 4.93352 -4.74980 4.42233
H 3.58169 -5.87151 4.25603
H 3.51284 -4.59025 5.46742
H 5.07359 -3.23156 2.62981
H 5.34768 -1.60610 1.04045
H 3.96831 -0.62111 0.51287
H 4.37910 -2.08108 -0.36985
H -0.57236 -1.92820 2.04009
H -0.68177 -3.20385 3.27427
H -0.69724 -3.61563 1.55310
H 1.20340 -4.31406 4.05729
```

Summary:
Charge   -1
HOMO   -3.9 eV
Kohn-Sham gap   6.17 eV
Lowest unoccupied orbital energy   2.23 eV

---

x:
Entry from the OMol25 dataset: a molecular structure, C28H27N2PtTe (ωB97M-V/def2-TZVPD).

```
59
Properties=species:S:1:pos:R:3
Pt -0.49077 0.24584 -1.25906
C -2.85819 -4.85854 -2.30653
C -1.64728 -4.39666 -1.81593
C -1.34226 -3.04377 -1.86242
C -2.25284 -2.15459 -2.41577
C -3.46969 -2.61163 -2.91701
C -3.76815 -3.96049 -2.85467
N -1.89149 -0.77155 -2.47128
N -2.43157 -0.13612 -3.41400
C -1.98241 1.17307 -3.50152
C -2.60274 2.00416 -4.43863
C -2.20700 3.31949 -4.54155
C -1.20019 3.78437 -3.69226
C -0.59216 2.95140 -2.76866
C -0.93530 1.59393 -2.65088
H -3.09915 -5.91315 -2.25727
H -0.93355 -5.08531 -1.38268
H -0.40306 -2.66957 -1.47714
H -4.16504 -1.90213 -3.34106
H -4.71976 -4.31476 -3.23144
H -3.39422 1.59686 -5.05574
H -2.67297 3.98438 -5.25760
H -0.88795 4.82130 -3.75857
H 0.17320 3.36721 -2.12616
C 1.02520 1.38535 -0.43805
C 2.25996 0.54607 -0.45770
C 2.98767 0.37742 -1.64030
C 4.12160 -0.41684 -1.68297
C 4.56515 -1.06886 -0.53887
C 3.85910 -0.90567 0.64522
C 2.72459 -0.10872 0.68414
H 1.19736 2.26175 -1.06550
H 0.82069 1.73181 0.57820
H 2.63533 0.86976 -2.54034
H 4.66144 -0.53225 -2.61597
H 5.44972 -1.69337 -0.57059
H 4.19235 -1.40303 1.54897
H 2.18285 0.01873 1.61548
C 1.53483 1.97725 5.96107
C 0.92443 1.24980 4.79282
C 1.18979 -0.08987 4.55833
C 0.63515 -0.77204 3.47713
C 0.99520 -2.22104 3.28578
C -0.21819 -0.09789 2.59120
Te -1.10986 -1.15729 0.97216
C -0.50234 1.25784 2.82278
C -1.43197 2.05108 1.94440
C 0.07512 1.90349 3.91215
H 2.22004 1.33080 6.51025
H 0.76725 2.32138 6.65840
H 2.09298 2.85620 5.63163
H 1.85708 -0.62382 5.22849
H 1.72939 -2.53376 4.03077
H 1.40269 -2.39114 2.28831
H 0.11518 -2.86152 3.36875
H -1.34340 1.76327 0.89777
H -1.22484 3.11861 2.03880
H -2.47169 1.87712 2.23513
H -0.14529 2.95566 4.07001
```

Summary:
Charge   -1
HOMO (alpha / beta)   -3.7 / -3.7 eV
Kohn-Sham gap (alpha / beta)   5.86 / 5.86 eV
Lowest unoccupied orbital energy (alpha / beta)   2.19 / 2.19 eV

---

Which structure is the least stable? The one labeled w.

---

w:
Entry from the OMol25 dataset: 2 unconnected molecules or ions with the total composition C4H12O (ωB97M-V/def2-TZVPD).

```
17
Properties=species:S:1:pos:R:3
C 0.24548 1.62046 -2.54436
C 0.62153 1.29073 -1.12361
O 0.44383 -0.10564 -0.81210
H -0.50060 0.94217 -2.95341
H 1.10484 1.53835 -3.21505
H -0.08918 2.65081 -2.65986
H 1.57896 1.59613 -0.79269
H -0.04762 1.76676 -0.43160
H 1.17747 -0.58660 -1.22358
C -1.25763 -0.89955 2.27442
C -0.06019 -1.82531 2.17704
H -1.00638 0.16025 2.12485
H -1.74671 -0.88985 3.24104
H -1.94192 -1.11660 1.45388
H 0.59667 -1.87652 3.04645
H -0.44945 -2.83977 2.02610
H 0.56916 -1.64445 1.30849
```

Summary:
SMILES   CCO.CC
HOMO   -10.5 eV
Kohn-Sham gap   11.49 eV
Lowest unoccupied orbital energy   0.97 eV

---

x:
Entry from the OMol25 dataset: 2 unconnected molecules or ions with the total composition C4H12O (ωB97M-V/def2-TZVPD).

```
17
Properties=species:S:1:pos:R:3
C 2.64157 0.89302 0.97961
C 1.16166 1.24879 0.88802
O 0.23919 0.18095 0.95593
H 2.93357 0.57310 1.98641
H 3.17203 1.82301 0.85901
H 3.01918 0.10036 0.26095
H 0.91086 1.98218 1.66789
H 1.02153 1.57469 -0.21234
H 0.65648 -0.66843 1.12392
C -1.59544 -1.00657 -1.73101
C -2.36804 -0.91532 -0.35733
H -2.00615 -1.83881 -2.32734
H -1.44376 -0.15129 -2.35078
H -0.61502 -1.36104 -1.42601
H -2.39483 0.17244 -0.12853
H -1.89257 -1.52552 0.39114
H -3.44024 -1.08155 -0.57954
```

Summary:
SMILES   CCO.CC
HOMO   -10.2 eV
Kohn-Sham gap   11.16 eV
Lowest unoccupied orbital energy   0.95 eV

---

y:
Entry from the OMol25 dataset: 2 unconnected molecules or ions with the total composition C4H12O (ωB97M-V/def2-TZVPD).

```
17
Properties=species:S:1:pos:R:3
C 0.38465 -0.90398 -2.65038
C -0.91657 -0.51291 -1.91887
O -2.11530 -0.70859 -2.71688
H 1.07297 -0.06039 -2.66926
H 0.27313 -1.24218 -3.68135
H 0.92377 -1.67146 -2.10299
H -1.00422 -1.24041 -1.10918
H -0.92230 0.52904 -1.61979
H -1.84878 -1.33962 -3.37771
C -0.27998 1.02440 2.78101
C 1.26341 0.77256 2.73097
H -0.40179 2.06256 3.07072
H -0.61360 0.99959 1.74384
H -0.75881 0.24752 3.35961
H 1.83599 1.65175 3.00620
H 1.55579 -0.02760 3.41193
H 1.55164 0.41972 1.74213
```

Summary:
SMILES   CCO.CC
HOMO   -10.2 eV
Kohn-Sham gap   11.18 eV
Lowest unoccupied orbital energy   0.95 eV

---

z:
Entry from the OMol25 dataset: 2 unconnected molecules or ions with the total composition C4H12O (ωB97M-V/def2-TZVPD).

```
17
Properties=species:S:1:pos:R:3
C 0.56684 -1.58699 -1.62957
C -0.13883 -1.26543 -0.35131
O 0.11126 -1.99512 0.73048
H 1.19620 -2.55240 -1.60180
H 1.31317 -0.75258 -1.75612
H -0.21519 -1.73463 -2.37662
H -0.05609 -0.33379 0.16696
H -1.25330 -1.35965 -0.58428
H 1.01871 -2.41464 0.61300
C 0.20780 2.09874 1.11288
C -0.83236 2.60404 0.21546
H 0.97147 2.79684 0.96038
H -0.09060 1.92427 2.09963
H 0.75423 1.20395 0.69754
H -0.85144 3.61276 -0.02981
H -1.81314 2.44257 0.63593
H -0.68476 2.02611 -0.75347
```

Summary:
SMILES   CCO.CC
HOMO   -9.5 eV
Kohn-Sham gap   10.47 eV
Lowest unoccupied orbital energy   0.98 eV

---

Which structure is the least stable? The one labeled z.

---

w:
Entry from the OMol25 dataset: C3H4ClNS in the gas phase (ωB97M-V/def2-TZVPD).

```
10
Properties=species:S:1:pos:R:3
N 0.62285 1.16221 2.49386
C 0.56259 1.02059 1.35471
C 0.33745 0.72656 0.01364
C 0.18596 -0.86239 -0.10674
S -1.58593 -1.19173 -0.39012
Cl -1.58750 -0.60726 -2.28605
H -0.59525 1.10606 -0.29862
H 0.91285 1.09018 -0.85416
H 0.68607 -1.33729 -0.89930
H 0.46092 -1.10693 0.97277
```

Summary:
SMILES   N#CCCSCl
HOMO   -9.4 eV
Kohn-Sham gap   9.47 eV
Lowest unoccupied orbital energy   0.10 eV

---

x:
Entry from the OMol25 dataset: C3H4ClNS in the gas phase (ωB97M-V/def2-TZVPD).

```
10
Properties=species:S:1:pos:R:3
N -0.75752 -1.38709 -0.86335
C 0.10627 -0.95466 0.10785
S 1.46160 -1.74702 0.54613
C -0.14417 0.54118 0.41115
C 0.71395 1.55423 0.55172
Cl 0.11658 3.07669 0.61632
H -0.58556 -2.32358 -1.24130
H -1.50406 -0.79134 -1.16256
H -1.16840 0.71707 0.39708
H 1.76131 1.31450 0.63696
```

Summary:
SMILES   NC(=S)/C=C/Cl
HOMO   -8.6 eV
Kohn-Sham gap   8.65 eV
Lowest unoccupied orbital energy   0.08 eV

---

y:
Entry from the OMol25 dataset: 2 unconnected molecules or ions with the total composition C3H4ClNS (ωB97M-V/def2-TZVPD).

```
10
Properties=species:S:1:pos:R:3
C -1.57216 0.49354 -0.67119
C 1.91898 0.00464 0.67971
C -1.14406 -0.67021 -1.14186
N 1.92325 -0.42282 1.80785
S -2.51044 0.47916 0.84653
Cl 2.16911 1.23081 -0.44467
H -1.20084 1.33302 -1.21028
H -0.44433 -0.82039 -1.93364
H -1.39869 -1.49973 -0.59945
H 2.25918 -0.12803 2.66699
```

Summary:
HOMO (alpha / beta)   -9.3 / -7.6 eV
Kohn-Sham gap (alpha / beta)   9.32 / 5.70 eV
Lowest unoccupied orbital energy (alpha / beta)   0.03 / -1.94 eV

---

Which structure is the least stable? The one labeled y.